1.
Below is a molecular structure, C28H41ClGeIrO5PSi3, with properties calculated with ωB97M-V/def2-TZVPD.

- Charge: +1
- 2S+1: 2
- Relative energy (zero: lowest compared OMol25 entry of this formula, charge and spin): 0.000 eV

Geometry (Å):
Ir -0.5523 -0.3147 0.2301
O 1.3742 1.2282 -1.3428
C 0.9691 0.9622 -0.0528
C 1.6186 1.5917 1.0183
C 2.7956 2.3657 0.8603
C 3.4062 2.9388 1.9439
C 2.8858 2.7772 3.2289
C 1.7313 2.0336 3.4201
C 1.1017 1.4369 2.3427
P -0.4380 0.4940 2.4363
C -0.2637 -0.7342 3.7675
C -1.3709 -1.4557 4.2098
C -1.2218 -2.4468 5.1612
C 0.0293 -2.7373 5.6819
C 1.1381 -2.0448 5.2247
C 0.9982 -1.0603 4.2635
C -1.7403 1.6695 2.9351
C -1.4338 3.0169 3.1254
C -2.4291 3.9177 3.4586
C -3.7393 3.4897 3.5993
C -4.0595 2.1624 3.3626
C -3.0719 1.2593 3.0147
H 3.2068 2.4734 -0.1293
H 4.3087 3.5150 1.8058
H 3.3743 3.2272 4.0761
H 1.3233 1.9224 4.4170
H -2.3509 -1.2572 3.8071
H -2.0843 -3.0084 5.4882
H 0.1420 -3.5094 6.4273
H 2.1151 -2.2832 5.6173
H 1.8658 -0.5306 3.9042
H -0.4169 3.3585 3.0094
H -2.1863 4.9604 3.6026
H -4.5123 4.1905 3.8695
H -5.0853 1.8324 3.4276
H -3.3547 0.2448 2.7793
O -4.4119 -1.2245 0.3994
Cl -3.2319 -1.4554 -0.3003
O -3.3470 -2.4679 -1.2756
O -2.7897 -0.2489 -0.9573
O -2.1805 -1.8294 0.6074
C 3.2140 -1.2262 -0.2619
Si 2.2387 -1.9473 -1.7396
C 3.1386 -1.6635 -3.4092
C 1.7648 -3.7912 -1.4716
Ge -0.2557 -0.7698 -2.1765
Si -1.5073 -2.6731 -3.6711
C -2.0850 -4.4393 -3.2456
C -2.8863 -1.4552 -4.1874
C -0.1658 -2.7216 -5.0648
Si 0.8822 2.5662 -2.2333
C -0.9148 2.8950 -1.6986
C 1.0852 1.9100 -4.0101
C 1.9601 4.1080 -1.9470
H 4.1464 -1.7655 -0.1095
H 2.6362 -1.2717 0.6577
H 3.4600 -0.1832 -0.4299
H 3.9994 -2.3223 -3.4961
H 3.5051 -0.6440 -3.4815
H 2.4962 -1.8482 -4.2650
H 2.6609 -4.3738 -1.2718
H 1.2793 -4.2140 -2.3459
H 1.0961 -3.9146 -0.6241
H -2.7520 -4.3993 -2.3914
H -1.2682 -5.1177 -3.0174
H -2.6397 -4.8611 -4.0806
H -3.4093 -1.0940 -3.3098
H -3.6204 -1.9461 -4.8184
H -2.4902 -0.5956 -4.7228
H 0.6326 -3.4250 -4.8520
H 0.2768 -1.7438 -5.2380
H -0.6302 -3.0352 -5.9938
H -1.6300 2.3152 -2.2775
H -1.1944 3.9385 -1.7830
H -1.0276 2.5981 -0.6550
H 0.1718 1.4373 -4.3602
H 1.8890 1.1854 -4.0872
H 1.3055 2.7199 -4.6927
H 1.9005 4.4735 -0.9271
H 1.6207 4.9069 -2.5999
H 3.0056 3.9289 -2.1760

Löwdin atomic charge list, values in e, 8 entries: Ir 0.814; O -0.322; C -0.407; C -0.233; C -0.001; C -0.030; C -0.012; C -0.077



2.
Below is a single C28H41NO3 molecule, with properties calculated with ωB97M-V/def2-TZVPD.

Geometry (Å):
C -4.6264 -7.8002 -1.4731
C -4.2075 -6.4106 -1.9630
C -2.7022 -6.1773 -1.8824
C -1.9036 -7.0088 -2.9020
C -0.5711 -6.3983 -3.3417
C 0.6143 -6.7431 -2.4352
C 0.6071 -6.1433 -1.0306
C 0.4733 -4.6260 -0.9641
C 0.3165 -4.1086 0.4806
C 1.6251 -3.5500 1.0617
C 1.8628 -2.0766 0.7190
C 0.9478 -1.1462 1.5294
C 1.3237 0.3070 1.5168
C 1.5449 1.0322 2.6273
N 1.4086 0.5548 3.9634
C 1.9545 2.4786 2.5597
O 2.2443 3.0761 3.5686
C 2.0100 3.1648 1.2227
C 2.3655 4.6265 1.2435
C 1.4705 5.5679 0.4386
C 1.5727 5.4161 -1.0770
O 1.8683 6.8953 0.7914
C 1.0889 7.5030 1.7958
C -0.0373 8.3571 1.2647
C -1.0473 8.7691 2.1313
C -2.0800 9.5778 1.6819
C -2.1189 9.9838 0.3521
C -1.1142 9.5777 -0.5156
C -0.0789 8.7695 -0.0626
C 1.7607 2.4264 0.1405
C 1.4173 0.9887 0.1953
O 1.2036 0.3954 -0.8431
H -5.6296 -8.0528 -1.8150
H -4.6346 -7.8348 -0.3830
H -3.9365 -8.5601 -1.8390
H -4.5449 -6.2762 -2.9951
H -4.7258 -5.6483 -1.3762
H -2.3725 -6.4103 -0.8662
H -2.4968 -5.1192 -2.0627
H -1.7140 -8.0105 -2.5072
H -2.5383 -7.1294 -3.7849
H -0.6798 -5.3165 -3.4531
H -0.3238 -6.7747 -4.3379
H 0.6265 -7.8341 -2.3409
H 1.5453 -6.4766 -2.9432
H 1.5520 -6.4139 -0.5467
H -0.1804 -6.6068 -0.4300
H 1.3702 -4.1709 -1.3954
H -0.3708 -4.2876 -1.5646
H -0.0095 -4.9380 1.1143
H -0.4770 -3.3612 0.5259
H 2.4470 -4.1422 0.6537
H 1.6243 -3.6732 2.1484
H 2.9065 -1.8300 0.9276
H 1.6850 -1.9263 -0.3436
H -0.0751 -1.2344 1.1493
H 0.9340 -1.5141 2.5560
H 2.2482 0.0734 4.2668
H 0.6491 -0.1119 4.0225
H 2.3169 4.9436 2.2849
H 3.4014 4.7866 0.9330
H 0.4275 5.4265 0.7405
H 1.3612 6.3678 -1.5570
H 2.5635 5.0672 -1.3690
H 0.8435 4.6915 -1.4385
H 1.7614 8.1295 2.3878
H 0.6826 6.7452 2.4737
H -1.0235 8.4536 3.1682
H -2.8615 9.8922 2.3610
H -2.9281 10.6079 -0.0014
H -1.1276 9.8899 -1.5520
H 0.7071 8.4726 -0.7428
H 1.8040 2.8274 -0.8621

Löwdin atomic charge list, values in e, 8 entries: C -0.109; C -0.272; C -0.226; C -0.206; C -0.217; C -0.211; C -0.217; C -0.207



3.
Below is 2 unconnected molecules or ions with the total composition C28H41O2S, with properties calculated with ωB97M-V/def2-TZVPD.

- Charge: +1
- Relative energy (zero: lowest compared OMol25 entry of this formula, charge and spin): 3.083 eV

Geometry (Å):
C -1.8737 3.6472 2.3232
C -2.3094 2.2257 2.0763
O -1.2759 1.4452 1.4523
C -1.7184 0.1732 1.2351
C -0.8958 -0.6335 0.3519
S -1.6051 -2.0315 -0.2931
C -3.3529 -1.5537 -0.5264
C -1.2067 -2.0375 -2.0661
O -2.7839 -0.1855 1.7541
H -2.6585 4.1587 2.8945
H -0.9590 3.7481 2.9149
H -1.7653 4.1923 1.3839
H -2.5958 1.7583 3.0195
H -3.1637 2.2447 1.3928
H 0.1629 -0.4600 0.2800
H -3.7697 -1.2909 0.4525
H -3.4077 -0.7112 -1.2328
H -3.8546 -2.4389 -0.9515
H -0.1288 -2.2227 -2.1679
H -1.7845 -2.8605 -2.5073
H -1.5156 -1.0633 -2.4757
C 4.5174 -5.1183 -3.5213
C 4.5604 -4.6343 -2.1029
C 3.3797 -4.5421 -1.3618
C 3.3672 -4.0335 -0.0595
C 2.0529 -4.0419 0.6793
C 4.5647 -3.5437 0.4926
C 4.5972 -2.8814 1.8528
C 4.5797 -3.9098 2.9930
C 3.5258 -1.7639 2.0997
C 3.0904 -0.9772 0.9299
C 2.8667 0.4173 1.0403
C 3.6069 1.3473 0.2258
C 4.8497 0.9146 -0.4957
C 3.1856 2.6640 0.1543
C 2.1015 3.1147 0.9146
C 1.5658 4.5057 0.7223
C 1.5243 2.2611 1.8686
C 1.9068 0.9298 1.9798
C 1.2264 0.0636 2.9943
C 5.7788 -3.7615 -0.1928
C 7.1099 -3.4462 0.4473
C 5.7621 -4.2757 -1.4870
H 5.5192 -5.1385 -3.9572
H 4.1027 -6.1307 -3.5852
H 3.8855 -4.4760 -4.1459
H 2.4366 -4.8791 -1.7972
H 2.1044 -4.5250 1.6695
H 1.6504 -3.0243 0.8232
H 1.2962 -4.5846 0.0881
H 5.5638 -2.3653 1.9370
H 5.3674 -4.6591 2.8367
H 4.7423 -3.4222 3.9628
H 3.6188 -4.4392 3.0281
H 2.6390 -2.2164 2.5657
H 3.9659 -1.0788 2.8665
H 3.1407 -1.4434 -0.0657
H 5.2471 1.7443 -1.1013
H 5.6390 0.6021 0.2079
H 4.6758 0.0643 -1.1658
H 3.6981 3.3554 -0.5270
H 0.7250 4.7125 1.3968
H 2.3577 5.2391 0.9278
H 1.2239 4.6745 -0.3150
H 0.7520 2.6381 2.5387
H 0.5417 0.6548 3.6195
H 0.6125 -0.7135 2.5109
H 1.9325 -0.4436 3.6667
H 7.9248 -3.7103 -0.2433
H 7.2336 -2.3769 0.6816
H 7.2652 -4.0059 1.3834
H 6.7093 -4.3923 -2.0255

Löwdin atomic charge list, values in e, 8 entries: C -0.073; C -0.229; O -0.050; C -0.595; C -0.357; S 1.001; C -0.232; C -0.263



4.
Below is a molecular structure, C28H42BN10OPRh, with properties calculated with ωB97M-V/def2-TZVPD.

- 2S+1: 2

Geometry (Å):
Rh 0.1433 -0.0335 0.5287
C -0.7970 3.6241 -0.0309
C 0.0323 2.9707 -1.0760
C 0.5165 3.5154 -2.2697
C 1.3331 2.5429 -2.8176
C 2.1151 2.6132 -4.0794
N 1.3184 1.4784 -1.9875
N 0.5127 1.7408 -0.9430
B 2.3352 0.3246 -1.9388
N 3.0686 0.4405 -0.5807
N 2.3762 0.5305 0.5640
C 3.2287 0.6517 1.5729
C 2.7911 0.7767 2.9869
C 4.5279 0.6449 1.0600
C 4.3876 0.5021 -0.3087
C 5.4712 0.4236 -1.3239
N 1.6923 -1.0833 -1.9558
N 1.2245 -1.6156 -0.8133
C 1.2190 -2.9360 -0.9293
C 0.8741 -3.8392 0.1984
C 1.6761 -3.2786 -2.2080
C 1.9639 -2.0779 -2.8296
C 2.4698 -1.8475 -4.2088
H -1.3310 4.4772 -0.4407
H -0.1509 3.9747 0.7747
H -1.4954 2.9118 0.4004
H 0.3071 4.4873 -2.6681
H 1.8653 3.5290 -4.6078
H 1.9034 1.7619 -4.7219
H 3.1826 2.6137 -3.8692
H 3.0970 0.4314 -2.8324
H 1.8213 1.2727 3.0378
H 3.5186 1.3392 3.5669
H 2.6968 -0.2105 3.4402
H 5.4421 0.7365 1.6093
H 6.4346 0.4178 -0.8190
H 5.4341 1.2741 -2.0028
H 5.3840 -0.4844 -1.9168
H 0.3936 -3.2693 0.9893
H 1.7846 -4.2824 0.6053
H 0.2337 -4.6566 -0.1297
H 1.8052 -4.2653 -2.6052
H 2.3944 -2.7646 -4.7889
H 3.5135 -1.5370 -4.1881
H 1.9016 -1.0615 -4.7029
O -1.6983 0.8779 1.6047
N -1.8178 0.8831 2.9536
C -2.9082 0.2250 3.5260
C -3.4254 0.6172 4.7117
C -2.8771 1.7090 5.4180
C -1.7546 2.3484 4.8506
C -1.2465 1.9438 3.6632
H -3.2674 -0.6243 2.9727
H -4.2536 0.0624 5.1261
H -3.2786 2.0150 6.3657
H -1.2722 3.1531 5.3826
H -0.3883 2.3873 3.1863
C -2.5260 -2.8779 0.9754
C -3.2139 -1.7081 0.2890
P -2.0381 -0.5953 -0.6017
C -1.7935 -1.4691 -2.2351
C -3.0085 -1.7702 -3.1061
C -3.1130 0.8309 -1.0921
C -4.6227 0.6027 -1.0745
H -3.2720 -3.5291 1.4296
H -1.8569 -2.5177 1.7550
H -1.9487 -3.4626 0.2616
H -3.7317 -1.0881 1.0210
H -3.9452 -2.0755 -0.4329
H -1.2580 -2.3955 -2.0121
H -1.1048 -0.8244 -2.7906
H -3.7167 -2.4211 -2.5980
H -2.6746 -2.2822 -4.0084
H -3.5193 -0.8562 -3.4014
H -2.7783 1.1378 -2.0881
H -2.8708 1.6310 -0.3929
H -4.9196 -0.2835 -1.6293
H -5.1202 1.4610 -1.5241
H -4.9882 0.5040 -0.0556
N 0.9585 -0.4305 6.7272
C 0.4538 -0.6934 5.7221
N -0.1762 -0.9776 4.6456
C 0.1014 -1.0571 3.4369
N 0.2542 -1.2105 2.2781

Löwdin atomic charge list, values in e, 8 entries: Rh 0.830; C -0.027; C -0.331; C 0.017; C -0.273; C -0.022; N 0.030; N 0.033



5.
Below is a molecular structure, C28H42BrI2N5O2S2SiTa, with properties calculated with ωB97M-V/def2-TZVPD.

- Charge: +3
- Relative energy (zero: lowest compared OMol25 entry of this formula, charge and spin): 1.200 eV

Geometry (Å):
Ta -1.2432 -3.0939 2.7568
N -2.2187 -2.4964 10.5830
C -2.3619 -2.7646 9.2800
C -1.2315 -2.7935 8.4226
C -1.3778 -3.0670 7.0929
C -2.6577 -3.3216 6.5742
C -3.7887 -3.3161 7.4100
C -3.6400 -3.0354 8.7385
S -2.8950 -3.6980 4.9468
O -2.6007 -2.4246 4.0490
O -4.1723 -4.2388 4.6717
N -1.5884 -4.4433 4.3069
C -1.1697 -5.7100 4.7600
N -1.9626 -6.3155 5.6229
C -1.5615 -7.5145 6.0413
C -0.3793 -8.0870 5.5952
C 0.3728 -7.3485 4.7036
N -0.0146 -6.1413 4.2702
H -1.3167 -2.3113 10.9859
H -3.0112 -2.4828 11.2019
H -0.2485 -2.6086 8.8355
H -0.5055 -3.1067 6.4521
H -4.7652 -3.5391 7.0027
H -4.5057 -3.0289 9.3874
H -2.2076 -8.0202 6.7482
H -0.0586 -9.0610 5.9328
H 1.3149 -7.7209 4.3194
I 1.5828 -3.6880 3.6760
C 1.9518 -1.5912 3.6709
I 0.1479 -0.6814 4.3314
H 2.1636 -1.2579 2.6620
H 2.7477 -1.3646 4.3709
S -3.1818 -3.6667 1.4974
C -2.1039 -4.8863 0.8396
C -2.3725 -5.7790 -0.1793
C -1.3753 -6.6774 -0.5187
C -0.1542 -6.6515 0.1531
C 0.0410 -5.7317 1.1557
N -0.9297 -4.8658 1.4970
H -3.3324 -5.7674 -0.6755
H -1.5447 -7.3988 -1.3073
H 0.6383 -7.3393 -0.1026
H 0.9701 -5.6741 1.6997
C -1.5484 4.8770 -5.2329
C -0.3241 5.4218 -4.4887
C -0.5775 5.2528 -2.9797
C -0.1717 6.9298 -4.8289
Si 1.3446 4.7283 -4.9887
Br -0.2360 -1.7658 0.8937
C 2.8855 5.2741 -4.0704
C 3.8544 4.0980 -3.8493
C 3.5161 6.2936 -5.0583
C 2.6782 5.9715 -2.7214
C 1.5137 3.7920 -6.6029
C 0.4692 2.6667 -6.7180
C 1.2127 4.8962 -7.6541
C 2.8886 3.1888 -6.9124
H -2.4178 5.4560 -4.9124
H -1.7455 3.8331 -4.9893
H -1.4802 4.9773 -6.3144
H -1.5313 5.7302 -2.7426
H 0.1825 5.7188 -2.3596
H -0.6641 4.2008 -2.6989
H -1.0963 7.4323 -4.5337
H -0.0385 7.1067 -5.8986
H 0.6430 7.4148 -4.2916
H 4.1682 3.6183 -4.7715
H 3.4297 3.3396 -3.1879
H 4.7517 4.4870 -3.3622
H 3.7461 5.8663 -6.0342
H 4.4608 6.6344 -4.6269
H 2.8910 7.1778 -5.2028
H 2.2938 5.2895 -1.9630
H 2.0241 6.8397 -2.7761
H 3.6525 6.3262 -2.3770
H -0.5552 3.0182 -6.6389
H 0.6306 1.8844 -5.9732
H 0.5801 2.2037 -7.7013
H 0.2252 5.3440 -7.5425
H 1.2436 4.4300 -8.6421
H 1.9601 5.6929 -7.6515
H 3.1344 2.3641 -6.2438
H 3.6987 3.9154 -6.8872
H 2.8534 2.7848 -7.9268

Löwdin atomic charge list, values in e, 8 entries: Ta 1.009; N 0.176; C -0.272; C 0.003; C -0.076; C -0.341; C -0.022; C 0.012



6.
Below is a molecular structure, C28H42BrMgN3P2, with properties calculated with ωB97M-V/def2-TZVPD.

- Charge: +2

Geometry (Å):
C -1.3763 5.5157 -1.5929
C -1.3643 4.2711 -2.2562
C -1.6589 4.2692 -3.6242
C -1.9094 5.4855 -4.2793
N -1.9118 6.6500 -3.6389
C -1.6630 6.6784 -2.3294
C -1.1244 2.9984 -1.5848
C -0.3412 2.1052 -1.1630
C 0.5275 1.2859 -0.3927
C 1.7031 1.7925 0.2365
C 2.3966 1.0530 1.1331
C 1.8683 -0.2378 1.6764
C 0.7253 -0.7831 0.9038
C 0.0830 -0.0185 -0.0268
Mg -2.2254 1.3842 -0.7121
P 3.1280 -1.6172 1.5136
H -1.6880 3.3391 -4.1834
H -1.1634 5.6032 -0.5287
H -2.1042 5.4998 -5.3516
H -1.6830 7.6589 -1.8477
H -0.8614 -0.3903 -0.5206
H 2.0115 2.8136 -0.0146
H 0.3752 -1.7824 1.1996
H 3.2986 1.4263 1.6078
C 2.5684 -2.9730 2.5641
C 3.0041 -4.3662 2.0822
H 1.4712 -2.9120 2.6444
H 2.9791 -2.7730 3.5677
H 2.6036 -5.1195 2.7746
H 2.6260 -4.5975 1.0729
H 4.1007 -4.4733 2.0867
C 3.2736 -2.1812 -0.1936
C 3.6080 -1.1018 -1.2208
H 2.3229 -2.6784 -0.4441
H 4.0465 -2.9677 -0.1848
H 3.9048 -1.5894 -2.1584
H 2.7389 -0.4670 -1.4314
H 4.4410 -0.4653 -0.8956
C 4.6660 -0.9032 2.0942
C 5.7492 -1.9210 2.4657
H 4.4040 -0.2723 2.9593
H 5.0185 -0.2356 1.2916
H 6.6377 -1.3672 2.7963
H 5.4333 -2.5701 3.2959
H 6.0455 -2.5457 1.6092
Br 1.3736 0.0450 3.5419
P -2.8847 -1.4225 -1.1037
C -1.4579 -2.6132 -1.1044
C -1.5985 -3.9941 -1.7567
H -1.2138 -2.7671 -0.0430
H -0.6160 -2.0817 -1.5655
H -0.6124 -4.4783 -1.7733
H -2.2604 -4.6510 -1.1810
H -1.9582 -3.9505 -2.7897
C -3.2986 -1.2684 0.6599
C -4.3072 -2.3423 1.1250
H -3.7155 -0.2576 0.8278
H -2.3630 -1.3802 1.2377
H -4.3937 -2.3258 2.2164
H -5.3051 -2.1545 0.7173
H -4.0050 -3.3544 0.8332
C -2.8030 -0.0891 -2.3449
C -3.1772 -0.6977 -3.7283
H -1.8037 0.4175 -2.3674
H -3.5961 0.6576 -2.0889
H -3.4495 0.0929 -4.4329
H -2.3616 -1.2822 -4.1662
H -4.0439 -1.3597 -3.6246
N -1.8703 1.5405 2.3244
C -1.5584 2.3927 3.3117
C -1.7368 3.6693 2.8026
C -2.2055 3.5067 1.5025
N -2.2880 2.1913 1.2032
H -1.8875 0.5283 2.3860
H -1.2386 2.0460 4.2804
H -1.5607 4.5960 3.3024
H -2.4883 4.2661 0.7979

Löwdin atomic charge list, values in e, 8 entries: C -0.011; C -0.225; C -0.014; C -0.108; N 0.076; C -0.106; C -0.028; C -0.048



no.,total energy (hartree),M (g/mol)
1,-5318.55073,873.143
2,-1371.96839,439.640
3,-1639.84870,441.701
4,-2191.71862,679.405
5,-5827.92622,1087.557
6,-4712.55415,586.822